Entry 1:
DFT (ωB97M-V with the def2-TZVPD basis set) results for a cluster of 9 separate species, C34H90N6O10S in total.

The geometry in XYZ format:
```
141
Properties=species:S:1:pos:R:3:forces:R:3
O -5.08764 1.23051 2.39224 0.77 -0.55 0.27
S -3.91792 1.69213 3.12748 -0.32 2.31 -0.32
O -3.36170 0.96318 4.24893 -0.62 -0.34 -0.58
C -2.56541 2.30228 2.04404 -0.81 -0.86 1.35
C -2.57714 3.82645 2.02670 -2.87 -0.22 -0.73
C -3.11232 4.24019 3.39553 0.85 0.45 0.76
C -4.33609 3.37464 3.65616 -0.46 0.59 -0.39
H -2.54028 1.74124 1.11333 -0.23 0.17 0.22
H -1.64857 2.09578 2.60696 -1.06 -0.81 -0.10
H -1.59927 4.23878 1.78840 -2.62 -0.40 -1.22
H -3.31438 4.22621 1.32153 0.03 -0.14 -0.30
H -3.28304 5.31842 3.42657 -0.59 -0.06 -0.14
H -2.34783 4.12743 4.17276 -0.40 -0.28 -0.13
H -5.10401 3.67379 2.93746 -0.03 -0.12 -0.04
H -4.81128 3.45095 4.63081 0.37 -0.32 0.23
C 2.85886 -0.03952 3.98218 -0.11 -0.16 -1.13
O 1.62579 -0.57645 3.51408 0.07 0.11 0.10
C 0.83243 -1.25067 4.46845 0.20 -0.43 0.99
C 0.20612 -0.28613 5.48220 -0.12 0.06 0.12
C -0.58624 -1.07965 6.51619 -0.38 -0.10 -0.35
N -0.66037 0.68679 4.81641 -0.25 -0.94 -0.44
H 3.23999 0.46953 3.09491 0.23 0.14 0.18
H 3.55891 -0.83961 4.23097 -0.04 -0.02 0.30
H 2.76325 0.69245 4.78051 -0.16 -0.11 0.19
H 0.08574 -1.82271 3.91319 -0.27 0.43 -0.08
H 1.38611 -2.04742 4.99122 0.42 0.29 0.01
H 0.97441 0.32428 5.97096 0.26 -0.40 0.07
H -1.30641 -1.66120 5.92821 -0.06 -0.20 0.29
H -1.17180 -0.46286 7.19783 0.12 0.28 -0.15
H -0.00255 -1.76163 7.13461 0.22 0.01 -0.21
H -1.57903 0.26848 4.66700 0.09 0.16 0.26
H -0.30306 0.77695 3.86307 0.05 0.36 0.15
C -2.20319 -2.96010 2.68897 0.12 -1.15 0.21
O -3.19569 -2.95618 1.68253 0.11 0.10 0.50
C -4.38748 -2.34022 2.14395 0.01 -0.21 -0.46
C -5.30713 -2.20446 0.94440 -0.37 0.82 -0.15
C -4.63991 -1.35497 -0.13356 0.06 -0.14 -0.06
N -6.59124 -1.57636 1.30214 0.24 -0.53 -0.20
H -2.42280 -3.74938 3.41983 -0.18 0.24 0.24
H -2.10325 -1.98888 3.18051 -0.11 -0.03 0.05
H -1.24538 -3.24536 2.25079 -0.09 0.24 -0.13
H -4.89516 -2.94116 2.91279 0.22 -0.07 0.09
H -4.14892 -1.35978 2.56911 -0.12 0.10 0.02
H -5.50736 -3.20407 0.55234 0.01 -0.04 -0.03
H -3.78240 -1.88443 -0.54645 0.04 0.06 -0.03
H -4.29382 -0.41135 0.29765 0.00 0.00 0.06
H -5.33012 -1.11223 -0.94218 -0.09 -0.13 0.02
H -6.89042 -1.92646 2.20436 -0.16 0.23 0.03
H -6.48814 -0.57078 1.34667 0.08 0.02 0.29
C -1.73225 -2.81219 -3.49995 -1.17 0.81 0.37
O -2.16474 -3.94817 -4.20383 0.52 -0.14 0.27
C -1.09337 -4.49644 -4.94410 -0.47 -1.05 -0.11
C -1.52190 -5.74997 -5.72847 -0.97 -0.23 -0.22
C -2.18043 -6.76977 -4.82488 -0.28 -0.16 0.91
N -0.36896 -6.34587 -6.42507 0.13 0.99 0.47
H -0.80412 -2.88703 -2.92404 -0.27 -0.79 -0.24
H -2.48953 -2.53229 -2.76363 -0.22 -0.27 -0.10
H -1.65962 -1.95187 -4.17713 0.22 -0.13 -0.02
H -0.68911 -3.74246 -5.62825 0.25 -0.01 0.04
H -0.33000 -4.89780 -4.26104 0.27 0.55 0.10
H -2.33279 -5.50081 -6.42372 0.52 0.28 -0.43
H -1.52614 -7.01359 -3.97881 -0.13 0.04 0.06
H -2.48502 -7.71753 -5.26951 0.44 0.12 -0.56
H -3.12185 -6.36372 -4.44606 0.26 0.17 0.28
H 0.29715 -6.54380 -5.67297 -0.02 -0.38 -0.23
H 0.08995 -5.56370 -6.89940 -0.02 -0.33 -0.31
C 0.85525 -1.16099 -3.94149 0.44 1.22 0.31
O 2.11023 -1.35003 -4.54783 0.17 -0.18 -0.32
C 3.00414 -2.02298 -3.68877 -0.05 -1.26 0.11
C 4.39997 -2.11352 -4.27917 0.52 0.80 -0.78
C 4.38915 -2.72227 -5.67734 -0.86 -0.71 -0.09
N 5.31276 -2.87048 -3.41948 -0.80 0.01 0.13
H 0.15588 -0.71835 -4.65039 0.13 -0.38 -0.37
H 0.99172 -0.36853 -3.19757 -0.21 -0.17 0.42
H 0.41776 -2.04484 -3.47357 0.76 0.27 -0.34
H 3.02803 -1.58105 -2.68816 0.09 0.31 0.01
H 2.65650 -3.05779 -3.55904 -0.13 -0.09 0.14
H 4.73613 -1.07144 -4.38427 0.04 0.10 -0.03
H 5.30785 -2.63475 -6.25602 0.11 0.36 0.21
H 3.54466 -2.33210 -6.24831 0.26 0.31 -0.11
H 4.18550 -3.79735 -5.62061 0.09 -0.02 0.27
H 5.30287 -2.46465 -2.48859 0.33 0.06 -0.05
H 6.24173 -2.79744 -3.80980 0.12 -0.02 0.19
C -3.01649 6.09403 -2.70081 -0.77 -0.19 -0.70
O -2.44481 5.10188 -1.87805 -0.02 0.33 -0.43
C -1.40568 4.39944 -2.50374 1.18 -0.98 1.28
C -0.61464 3.69006 -1.38930 0.71 -0.18 0.01
C 0.58264 2.89925 -1.92510 -0.52 0.20 0.11
N -1.44689 2.83819 -0.50999 -0.07 0.67 -1.32
H -3.29898 5.72410 -3.69519 0.21 -0.38 0.04
H -2.36385 6.94551 -2.89793 0.14 0.10 0.43
H -3.96977 6.38537 -2.26586 0.22 0.31 0.33
H -1.75493 3.60150 -3.17003 -0.29 0.31 -0.33
H -0.65909 5.02750 -2.99899 -0.39 0.32 -0.32
H -0.17613 4.42661 -0.70750 -0.25 0.39 -0.20
H 0.26469 2.14117 -2.64510 0.04 -0.18 0.13
H 1.05685 2.44785 -1.05392 0.19 -0.26 -0.21
H 1.30484 3.53934 -2.43210 -0.02 0.08 0.07
H -2.31819 3.37114 -0.46489 -0.04 -0.36 0.40
H -1.68127 1.97844 -1.00499 0.05 -0.03 -0.01
C 4.90706 -1.17203 0.37064 0.30 -1.08 0.38
O 5.37843 -0.67568 -0.85761 0.15 0.04 0.03
C 6.22078 0.45726 -0.77071 -0.07 0.44 0.06
C 5.49443 1.68167 -0.18722 -0.57 0.22 0.71
C 4.44880 2.17718 -1.18916 0.30 0.38 0.05
N 6.36139 2.76440 0.31446 1.16 -0.31 -1.36
H 4.36206 -0.44518 0.97144 -0.26 -0.08 -0.16
H 5.68762 -1.61081 1.00959 0.43 0.49 -0.12
H 4.31583 -2.06069 0.14772 -0.51 0.37 -0.11
H 7.15865 0.27592 -0.23225 -0.14 -0.34 0.34
H 6.51748 0.66766 -1.79983 -0.05 0.08 -0.08
H 4.92824 1.39582 0.70381 0.04 -0.29 -0.11
H 3.95513 3.09128 -0.85536 -0.12 -0.20 0.34
H 3.72661 1.37374 -1.32903 -0.13 0.10 -0.20
H 4.88114 2.45471 -2.15484 0.17 -0.30 -0.03
H 7.09321 2.83910 -0.40336 -0.27 0.67 0.02
H 6.94840 2.47254 1.09496 -0.57 -0.30 0.25
C -0.97747 -0.78628 1.04920 -0.79 -0.75 -1.30
C 0.13584 -1.62885 0.38917 0.87 1.76 1.11
C 1.16242 -0.71060 -0.27821 0.47 -0.65 -0.65
O 0.85586 -2.29602 1.43304 -0.10 -0.40 -0.07
H -0.63922 -0.41293 2.01110 -0.15 -0.03 0.08
H -1.86598 -1.42773 1.07463 0.23 0.39 0.62
H -1.33192 0.05490 0.44829 0.53 0.16 -0.20
H -0.24915 -2.40133 -0.27234 -0.05 0.03 -0.08
H 1.65701 -0.08468 0.46775 -0.29 0.19 0.10
H 0.80247 -0.09251 -1.10024 -0.31 0.09 0.18
H 1.95681 -1.33367 -0.70176 0.00 0.00 0.00
H 1.23218 -1.60432 2.01444 -0.12 -0.29 -0.24
C 0.04003 3.41977 4.08703 0.44 0.29 -0.35
C 0.09175 3.70566 2.58947 1.47 -0.27 0.97
C 1.40111 4.30078 2.12094 0.04 0.19 0.27
O -0.14779 2.44904 1.95551 1.82 0.84 -0.94
H -0.98454 3.14854 4.33543 0.61 -0.25 0.40
H 0.35737 4.28841 4.66691 -0.14 0.09 -0.01
H 0.70111 2.58710 4.33114 -0.08 0.15 0.01
H -0.75069 4.38437 2.39354 2.94 0.23 1.13
H 1.37076 4.52594 1.05396 0.08 0.00 -0.05
H 2.22969 3.61897 2.31911 -0.02 -0.07 -0.07
H 1.59484 5.22533 2.67100 0.04 0.05 -0.13
H -0.49636 2.61097 1.03766 0.20 -0.27 0.35
```
Forces are in eV/Å.

Values from the calculation:
Net charge ... 0
Multiplicity ... 1



Entry 2:
DFT (ωB97M-V with the def2-TZVPD basis set) results for a cluster of 14 separate species, C34H90O17S14 in total.

The geometry in XYZ format:
```
155
Properties=species:S:1:pos:R:3:forces:R:3
C -13.89631 -21.44284 3.31983 -0.27 0.37 -0.38
S -12.11883 -21.16612 3.00995 0.29 -1.98 0.78
O -11.62248 -22.20640 2.01914 -0.58 0.85 0.49
C -12.28032 -19.65087 2.15201 -0.69 1.20 1.90
H -14.44102 -21.33992 2.35479 0.34 -0.32 0.52
H -14.19399 -20.57290 3.94078 0.04 -0.68 -0.05
H -14.11136 -22.42498 3.80768 0.41 0.94 -0.37
H -11.30132 -19.45834 1.78805 0.59 0.30 -1.01
H -12.54060 -18.82087 2.88052 0.21 -1.03 -0.71
H -13.08466 -19.80578 1.47528 -0.28 0.35 -1.19
C -12.95639 -27.23315 3.04936 -1.29 0.46 0.22
S -13.32624 -28.93824 3.42954 1.92 0.08 0.33
O -14.74347 -29.10193 3.08281 -0.96 -0.27 -0.64
C -12.31328 -29.71728 2.14563 -2.53 -0.22 -1.50
H -13.32508 -26.89948 2.06472 0.35 -0.41 0.31
H -11.99403 -26.86024 3.29565 1.32 -0.23 -0.27
H -13.55982 -26.77277 3.81908 -0.59 0.46 0.05
H -12.55227 -30.79531 2.20821 0.23 0.51 -0.17
H -11.27517 -29.55728 2.21752 1.25 0.33 0.48
H -12.67742 -29.28438 1.15776 0.48 -0.66 1.06
C -13.15997 -19.97028 -2.01562 0.09 -1.52 -0.74
S -14.04858 -21.07942 -0.86501 0.17 -0.31 -0.29
O -15.24194 -21.59883 -1.62231 0.37 0.18 0.19
C -12.78155 -22.39801 -0.87510 -0.31 2.04 0.71
H -13.93399 -19.47158 -2.56348 -0.44 0.83 0.14
H -12.66972 -20.58091 -2.79506 -0.02 -0.08 0.44
H -12.40285 -19.36355 -1.54976 0.03 0.39 0.38
H -12.96914 -23.09635 -0.06085 -0.28 -0.15 -0.49
H -11.89564 -21.82523 -0.57692 0.15 -0.27 -0.07
H -12.72904 -22.67095 -1.91606 0.12 -0.89 -0.12
C -8.54619 -20.86336 1.06785 -1.08 0.12 -0.33
S -8.80666 -19.99837 -0.52867 2.07 -1.39 0.41
O -10.06083 -19.27245 -0.38120 -1.96 1.21 0.14
C -7.45179 -18.80622 -0.37814 0.04 -0.62 0.20
H -8.57305 -20.15098 1.90922 0.48 -0.08 -0.40
H -7.67306 -21.51163 1.01621 0.00 0.20 0.18
H -9.46848 -21.46803 1.18905 0.50 0.05 -0.23
H -7.63392 -18.33723 0.57145 0.21 0.27 0.60
H -7.51584 -18.02176 -1.12727 -0.01 -0.29 -0.37
H -6.50157 -19.37722 -0.37962 -0.40 0.41 -0.02
C -14.92791 -23.04248 -4.46128 -0.54 0.98 -1.98
S -13.16356 -22.92851 -5.00110 -0.96 -0.66 0.31
O -12.36075 -23.40202 -3.83694 0.30 0.08 0.22
C -13.20216 -24.30859 -6.15125 0.19 0.09 -0.52
H -15.54682 -22.53550 -5.29122 0.89 -0.67 1.17
H -15.03056 -22.44428 -3.55220 0.03 -0.23 0.04
H -15.30895 -24.06873 -4.36921 0.48 0.22 0.19
H -13.61939 -25.18558 -5.66062 -0.04 0.01 0.12
H -12.18583 -24.56267 -6.51785 -0.52 0.34 0.30
H -13.85568 -23.98290 -6.96831 0.14 -0.22 -0.04
C -9.80470 -29.88008 -1.44551 0.31 0.51 -0.28
S -9.99527 -31.68799 -1.44405 0.18 0.11 0.19
O -9.68485 -32.16716 -0.06947 0.28 0.10 0.17
C -11.78424 -31.69993 -1.55251 -0.91 1.15 1.22
H -8.72497 -29.59658 -1.59540 -0.98 -0.41 0.60
H -10.28163 -29.46747 -0.51652 0.57 -0.42 -0.88
H -10.31956 -29.48329 -2.34203 0.03 -0.21 0.58
H -12.17694 -30.68337 -1.30736 0.30 -0.53 -0.35
H -12.18922 -32.32639 -0.72418 0.53 -0.05 -0.93
H -12.06141 -31.97706 -2.55661 -0.34 -0.34 -0.06
C -4.78202 -29.86867 -3.13035 0.57 -1.11 -0.54
S -5.84001 -28.71383 -3.97744 -0.60 -1.23 -1.18
O -6.08983 -27.52986 -3.13631 0.31 0.72 0.48
C -4.76548 -28.21432 -5.38744 -0.41 1.51 -0.01
H -4.44608 -30.66789 -3.83123 -0.38 0.65 0.21
H -5.33642 -30.37711 -2.35290 -0.38 0.13 0.17
H -3.90587 -29.43921 -2.69158 0.53 0.61 0.22
H -3.86870 -28.82191 -5.63724 -0.86 0.29 0.24
H -4.49974 -27.16604 -5.10447 0.30 -0.83 -0.06
H -5.47885 -28.04151 -6.23606 0.80 -0.69 0.52
C -8.71728 -23.84211 -7.57397 -0.61 -0.87 0.32
S -9.18842 -24.49291 -5.91719 0.86 -0.49 -0.86
O -10.07964 -25.67389 -6.21558 0.20 0.26 0.23
C -7.52318 -25.16621 -5.53776 -0.26 -0.48 -0.96
H -9.55462 -23.21869 -7.87970 0.06 0.07 -0.14
H -8.64782 -24.73173 -8.23970 0.13 0.63 0.48
H -7.81927 -23.24939 -7.46618 0.08 -0.03 -0.22
H -7.23268 -25.99640 -6.18173 -0.64 -0.10 -0.48
H -7.52661 -25.59496 -4.57036 -0.05 -0.10 1.26
H -6.73019 -24.45952 -5.67748 0.09 0.88 0.29
C -3.70006 -22.38966 2.08471 -0.43 -0.41 2.35
S -5.22129 -22.34917 1.10642 0.62 -1.36 -0.82
O -5.11545 -21.23761 0.12165 0.02 1.01 -0.01
C -4.79290 -23.74698 0.04474 -1.87 -0.41 -0.59
H -2.83918 -22.30814 1.44952 0.40 -0.14 -0.36
H -3.64236 -23.27204 2.84425 -0.28 1.23 -1.76
H -3.74965 -21.51464 2.75942 0.00 -0.22 -0.48
H -3.89508 -23.62944 -0.49704 1.32 0.66 -0.25
H -5.57721 -23.83821 -0.74718 0.27 0.20 0.87
H -4.76175 -24.68033 0.56359 -0.08 -0.60 0.59
C -15.02681 -27.52983 -0.30617 -0.38 0.98 -0.04
S -13.80797 -27.81186 -1.56880 0.13 0.06 -1.15
O -12.45405 -27.80598 -0.92689 -0.21 0.17 0.26
C -13.97820 -26.23314 -2.47871 0.35 -0.82 0.70
H -14.77360 -28.26068 0.44077 -0.32 -0.38 0.52
H -16.06758 -27.63900 -0.68195 0.79 -0.12 0.15
H -14.89543 -26.51462 0.10743 -0.04 -0.40 -0.07
H -14.84190 -26.34593 -3.11782 -0.40 0.29 -0.02
H -13.08924 -26.12773 -3.08459 0.20 0.02 -0.21
H -14.01653 -25.42363 -1.75287 -0.23 0.18 -0.17
C -8.97260 -20.31352 -4.09828 -0.09 -0.38 0.38
S -7.36587 -20.93229 -4.68355 -1.16 0.45 -0.52
O -7.69013 -21.91091 -5.79153 0.46 0.39 0.97
C -6.94040 -21.84884 -3.21367 -0.23 -0.22 0.15
H -8.79616 -19.52734 -3.36594 0.00 0.17 -0.16
H -9.62822 -21.06085 -3.63015 0.56 -0.25 -0.06
H -9.52397 -19.96431 -4.95397 0.07 0.46 -0.43
H -5.92558 -22.18205 -3.43995 -0.14 -0.38 0.40
H -7.69360 -22.66043 -3.17321 0.63 0.18 0.23
H -6.95124 -21.23077 -2.28479 0.01 -0.38 -0.85
C -11.88183 -29.73699 -7.41123 1.31 -0.72 -2.82
C -11.72799 -28.90337 -6.21016 -0.72 2.48 1.73
C -11.71841 -29.69499 -4.91713 -0.45 0.25 0.85
S -11.23307 -31.33158 -5.44857 -1.46 0.59 -0.36
O -11.86908 -32.34338 -4.65291 0.10 -0.47 0.12
O -9.82424 -31.32341 -5.66318 0.99 -0.14 -0.13
C -12.09561 -31.17745 -7.05281 0.54 -0.90 1.31
H -10.96499 -29.63414 -8.02027 -0.30 -0.27 0.18
H -12.65627 -29.34044 -8.05268 -0.38 -0.16 -0.13
H -12.60021 -28.21367 -6.18916 0.72 -0.10 0.26
H -10.81691 -28.28955 -6.18558 -0.40 -0.05 -0.52
H -12.68825 -29.69590 -4.36137 0.68 -0.37 -0.58
H -10.96978 -29.23817 -4.26549 -0.02 -0.53 0.07
H -13.10285 -31.41428 -6.78587 -0.90 0.04 0.16
H -11.75884 -32.02193 -7.65618 0.31 0.51 -0.37
C -10.52945 -25.23825 -1.89822 0.17 -0.08 -0.94
C -9.21324 -26.08030 -2.00644 -0.95 -0.40 1.47
C -9.08737 -26.74445 -0.60252 -0.07 1.22 -0.18
S -9.39615 -25.40093 0.53770 2.14 1.59 -1.28
O -8.15627 -24.61799 0.75500 -1.35 -0.72 -0.51
O -10.01860 -25.91055 1.70990 -1.10 -0.41 1.23
C -10.50559 -24.47997 -0.58369 -0.17 0.60 0.49
H -11.35631 -25.95822 -1.81761 0.29 0.23 -0.46
H -10.69002 -24.49411 -2.74452 0.13 -1.24 0.92
H -8.31151 -25.48499 -2.09994 0.07 0.23 -0.43
H -9.26177 -26.84765 -2.77341 0.05 0.13 -0.21
H -8.09708 -27.04808 -0.36794 0.97 -0.47 0.07
H -9.78417 -27.49969 -0.27774 -0.46 -0.21 -0.53
H -10.11247 -23.46851 -0.79647 -0.03 -0.43 0.78
H -11.49886 -24.42502 -0.09139 0.85 -0.01 -0.26
C -8.01545 -25.24844 4.60987 0.74 0.97 0.52
C -9.25408 -24.33379 4.60741 -0.48 -1.63 0.62
C -8.77332 -23.07086 4.03837 -0.54 2.20 -0.28
S -7.17206 -22.72285 4.78151 -1.31 -0.51 1.87
O -7.34474 -21.88929 5.96100 0.21 0.01 -0.73
O -6.22161 -22.37506 3.76715 0.48 0.14 -0.09
C -6.96545 -24.41311 5.39562 -0.84 -0.24 -0.22
H -7.59414 -25.35344 3.57216 -0.82 -0.44 0.86
H -8.17401 -26.17081 5.17552 0.04 -0.14 -0.64
H -9.65389 -24.13611 5.62974 0.38 -0.45 -0.49
H -10.04868 -24.79287 4.01122 0.04 0.30 0.00
H -9.48848 -22.24777 4.24138 0.70 -0.17 -0.17
H -8.58983 -23.13859 2.98514 0.04 -0.10 -0.75
H -7.21358 -24.40708 6.46998 0.36 0.14 -0.45
H -5.98123 -24.75980 5.17946 0.88 -0.07 0.16
```
Forces are in eV/Å.

Values from the calculation:
Net charge ... 0
Multiplicity ... 1



Summary of gap between HOMO and LUMO in eV
9.12; 8.58
(order as listed above)
Summary of energy in Eh
-2828.3033; -8202.7309
(order as listed above)
Summary of lowest unoccupied orbital energy in eV
0.3666; 0.1383
(order as listed above)